Density functional theory data (wB97M-V/def2-TZVPD) for a cluster of 20 separate species, C36H121N9O20 in total.

The geometry in XYZ format:
```
186
Properties=species:S:1:pos:R:3:forces:R:3
C 3.586 0.279 3.555 1.69 -0.23 0.21
C 3.135 -1.183 3.229 1.51 1.36 -1.26
C 4.017 -2.324 3.861 -0.91 2.14 -0.20
O 5.303 -2.025 3.513 2.78 -0.02 -0.84
C 6.268 -2.993 3.963 -0.75 0.98 -0.08
N 1.801 -1.323 3.579 -3.13 -1.20 1.83
H 3.831 0.436 4.606 -0.17 -0.36 0.31
H 2.983 1.151 3.303 -0.98 -0.66 -0.30
H 4.519 0.533 3.052 0.30 -0.34 -0.14
H 3.123 -1.255 2.141 1.00 -0.21 -0.23
H 3.743 -3.317 3.505 -0.45 -0.14 0.10
H 3.958 -2.198 4.942 -0.60 -0.54 0.45
H 6.258 -2.985 5.053 -0.17 -0.57 0.19
H 7.278 -2.684 3.693 -0.23 0.14 -0.42
H 6.016 -3.948 3.501 0.20 -0.30 0.32
H 1.666 -2.251 3.955 -0.45 -0.21 0.33
H 1.148 -1.290 2.809 0.14 0.30 -0.27
C -2.729 -3.243 -5.452 0.56 -0.23 -0.90
C -1.667 -3.409 -4.366 0.18 -0.43 1.04
C -0.242 -3.892 -4.699 -1.12 -1.51 -0.96
O 0.499 -4.320 -3.557 0.76 -0.82 -0.10
C 1.755 -4.978 -3.952 -0.55 0.88 -0.09
N -1.438 -2.155 -3.759 -0.66 2.18 0.92
H -3.100 -4.202 -5.812 -0.04 -0.01 0.06
H -2.359 -2.700 -6.322 0.46 -0.08 -0.17
H -3.569 -2.612 -5.161 0.03 -0.28 0.70
H -2.094 -4.034 -3.583 0.24 -0.66 -0.24
H 0.288 -3.069 -5.179 0.06 -0.09 -0.38
H -0.439 -4.726 -5.372 0.86 -0.36 -0.40
H 1.625 -5.923 -4.479 -0.54 0.09 -0.19
H 2.415 -5.215 -3.117 -0.57 0.36 0.49
H 2.308 -4.279 -4.580 0.06 -0.05 -0.19
H -0.697 -2.259 -3.082 0.17 0.19 0.19
H -1.091 -1.587 -4.519 0.43 0.69 0.06
C 1.924 -5.508 2.195 -0.46 0.10 0.31
C 1.117 -6.297 3.247 -0.39 0.80 0.03
C -0.232 -5.633 3.701 0.18 1.61 -0.89
O -0.054 -4.200 3.873 0.45 0.01 -0.02
C -1.213 -3.431 4.130 -0.38 -0.70 0.68
N 0.816 -7.603 2.721 -0.47 -1.23 -0.27
H 2.861 -6.050 2.059 0.29 0.29 0.12
H 2.065 -4.476 2.516 0.35 -0.13 0.17
H 1.479 -5.424 1.204 -0.57 -0.33 0.12
H 1.759 -6.474 4.109 0.12 0.79 0.41
H -0.679 -6.046 4.605 0.25 -0.30 0.18
H -0.980 -5.685 2.910 0.12 -0.73 -0.26
H -2.065 -3.533 3.457 0.31 -0.22 -0.89
H -0.960 -2.372 4.189 0.29 -0.13 -0.05
H -1.691 -3.743 5.058 0.24 0.08 0.60
H 1.628 -8.017 2.286 0.23 0.30 -0.46
H 0.682 -8.244 3.490 -0.51 -0.10 0.26
C -1.389 4.689 -1.642 0.74 1.04 -1.12
C -0.853 6.014 -1.010 0.40 -1.97 -0.45
C -2.013 6.896 -0.735 -0.97 1.37 1.88
O -2.458 7.699 -1.762 0.89 0.52 -2.26
C -3.727 8.237 -1.601 -1.06 -0.74 -0.01
N -0.138 5.572 0.167 0.47 -0.10 0.30
H -0.621 3.951 -1.871 0.33 0.26 0.07
H -1.774 5.052 -2.595 -0.62 -0.61 -0.15
H -2.128 4.145 -1.054 -0.24 0.49 0.15
H -0.182 6.513 -1.709 0.11 -0.07 -0.11
H -1.776 7.645 0.020 0.41 -0.40 0.94
H -2.836 6.290 -0.358 -0.27 -0.25 0.25
H -4.418 7.466 -1.941 -0.57 0.06 -0.11
H -3.898 9.135 -2.195 0.45 -0.08 -0.04
H -4.011 8.439 -0.568 0.35 0.22 0.30
H -0.753 4.964 0.689 0.23 -0.04 0.36
H 0.241 6.266 0.795 -0.28 0.44 -0.13
C 5.998 -3.083 0.055 -0.78 -0.50 -0.53
C 4.584 -2.463 -0.067 0.81 0.93 1.05
C 4.583 -0.925 -0.111 1.13 0.12 1.69
O 5.316 -0.457 -1.178 0.64 0.70 -2.60
C 5.568 0.963 -1.404 -0.46 -1.98 0.27
N 3.779 -2.828 -1.175 -0.13 -0.97 -1.84
H 6.550 -3.093 -0.885 0.00 0.35 0.02
H 5.866 -4.130 0.329 0.02 -0.20 0.02
H 6.582 -2.641 0.862 -0.13 0.29 -0.13
H 4.052 -2.782 0.829 0.14 0.42 0.67
H 5.133 -0.482 0.719 -0.66 -0.34 1.11
H 3.523 -0.670 -0.077 -0.25 0.76 -0.22
H 4.633 1.513 -1.301 0.09 0.29 0.02
H 5.943 0.988 -2.427 -0.23 0.18 -0.01
H 6.368 1.335 -0.764 -0.18 0.08 0.39
H 3.019 -2.173 -1.296 -0.10 -0.18 -0.07
H 3.408 -3.768 -1.150 0.00 0.00 0.14
C 2.145 4.759 -3.186 1.12 -1.07 -0.19
C 3.472 3.977 -3.038 0.38 -0.31 0.43
C 4.257 3.639 -4.359 -1.54 0.35 0.94
O 3.535 2.709 -5.169 0.84 0.41 -2.14
C 4.192 2.720 -6.532 -0.72 -0.39 1.49
N 4.371 4.649 -2.050 0.15 -0.07 -1.19
H 1.525 4.109 -3.803 -0.44 0.36 -0.04
H 2.301 5.733 -3.648 0.02 -0.05 -0.07
H 1.711 4.897 -2.195 -0.13 -0.03 -0.04
H 3.304 3.004 -2.575 -0.80 -0.39 -0.36
H 5.195 3.157 -4.083 0.39 0.33 0.00
H 4.375 4.579 -4.897 0.49 0.07 -0.16
H 5.265 2.609 -6.376 0.06 0.24 -0.11
H 3.938 3.611 -7.106 0.13 0.35 0.42
H 3.875 1.892 -7.166 -0.36 -0.28 0.61
H 4.180 4.270 -1.133 -0.25 0.23 0.29
H 5.278 4.265 -2.274 0.58 0.26 0.20
C -0.079 0.974 -3.333 -0.32 0.30 -0.26
C -0.863 0.938 -4.661 0.31 0.58 0.75
C -1.007 2.389 -5.247 -1.10 -0.39 0.57
O -1.274 2.383 -6.678 0.26 0.74 1.39
C -1.327 3.702 -7.280 1.03 -1.27 -0.39
N -0.145 0.078 -5.574 0.19 0.23 -1.07
H 0.134 0.001 -2.891 -0.41 -0.27 -0.26
H -0.599 1.560 -2.575 0.11 0.21 -0.04
H 0.909 1.384 -3.542 0.07 0.42 0.09
H -1.842 0.484 -4.507 -0.19 0.28 0.02
H -0.156 2.962 -4.877 0.74 0.14 -1.00
H -1.823 2.902 -4.737 -0.49 -0.16 0.05
H -0.560 4.337 -6.836 -0.12 0.17 0.08
H -2.290 4.210 -7.341 -0.25 -0.33 0.65
H -1.032 3.483 -8.306 0.02 0.32 -0.11
H -0.268 0.608 -6.424 -0.13 -0.69 -1.07
H 0.852 0.176 -5.449 0.37 -0.07 0.48
C -1.300 -1.817 0.875 1.69 0.34 0.37
C -1.768 -0.345 1.001 1.55 -2.40 0.45
C -0.783 0.599 0.263 -0.98 0.91 0.02
O 0.512 0.632 0.827 -0.13 -0.94 0.40
C 1.375 1.658 0.367 -0.17 -0.14 0.65
N -3.117 -0.398 0.548 -0.46 1.56 -0.44
H -1.259 -2.207 -0.142 -0.91 0.29 -0.29
H -1.816 -2.521 1.528 -0.15 0.22 -0.15
H -0.231 -1.901 1.070 0.16 0.05 0.70
H -1.883 -0.058 2.046 0.94 0.11 0.35
H -1.122 1.633 0.328 -0.64 0.28 0.10
H -0.838 0.385 -0.805 0.52 -0.52 -0.17
H 1.010 2.657 0.605 -0.57 0.19 -0.30
H 1.565 1.552 -0.701 0.26 0.09 -0.06
H 2.259 1.574 0.999 0.33 -0.28 -0.47
H -3.279 -1.070 -0.188 0.08 0.28 -0.62
H -3.264 0.554 0.243 -1.00 0.05 -0.74
C -3.404 2.422 6.058 0.42 -0.28 1.34
C -3.013 1.009 6.477 0.12 -0.47 -1.04
C -4.066 0.217 7.178 0.15 -0.70 1.25
O -4.065 0.585 8.543 -0.57 0.51 0.26
C -5.110 0.107 9.343 -0.07 -0.49 1.17
N -2.768 0.324 5.231 -1.17 -0.36 -0.64
H -3.503 3.030 6.957 -0.18 0.24 -0.13
H -4.343 2.388 5.507 0.15 0.12 -0.14
H -2.563 2.803 5.479 -0.27 0.31 -0.21
H -2.043 0.930 6.970 -0.26 0.72 1.10
H -3.803 -0.841 7.195 0.22 -0.36 -0.48
H -5.024 0.258 6.660 -0.30 0.50 0.12
H -6.016 0.713 9.351 -0.01 0.22 -0.38
H -4.764 0.041 10.375 0.31 0.71 0.13
H -5.404 -0.938 9.251 0.04 -0.28 -1.13
H -2.403 -0.605 5.388 0.53 0.11 -0.21
H -2.172 0.950 4.709 0.27 -1.04 -0.31
O -3.940 2.159 -2.587 0.27 0.12 -0.09
H -3.714 2.481 -1.714 0.08 0.07 0.23
H -4.709 2.670 -2.840 -0.29 0.03 -0.16
O -3.599 -0.621 -2.621 -0.44 0.01 0.42
H -2.835 -0.929 -3.108 0.66 -0.82 -0.26
H -3.572 0.331 -2.709 -0.36 0.45 0.01
O -5.515 -2.610 -0.301 0.55 -1.05 -0.40
H -5.508 -2.901 0.611 -0.12 -0.03 0.32
H -6.057 -1.821 -0.297 -0.13 0.62 0.12
O -0.635 1.425 4.134 0.40 0.70 -0.39
H -0.217 1.375 3.274 0.29 -0.15 -0.49
H 0.043 1.141 4.747 0.31 -0.21 0.21
O -3.712 -5.706 2.338 -0.25 0.12 0.25
H -3.766 -6.364 1.645 0.00 -0.19 -0.22
H -2.904 -5.228 2.153 0.23 0.10 -0.13
O -5.969 -0.121 0.556 -0.88 0.43 -0.51
H -6.247 0.016 1.462 0.08 0.02 0.40
H -5.020 -0.235 0.612 0.44 -0.16 0.32
O -1.808 3.686 1.619 0.02 -0.12 -0.07
H -2.676 3.647 1.218 -0.32 0.01 -0.06
H -1.935 3.338 2.501 0.04 -0.13 0.45
O -3.022 -4.006 -1.302 0.35 -0.37 0.03
H -3.714 -3.580 -0.796 -0.58 0.34 0.16
H -3.150 -3.691 -2.196 -0.17 0.26 -0.14
O -4.485 -0.129 3.121 -0.98 -0.05 -0.65
H -3.989 -0.080 3.938 0.43 0.32 1.06
H -3.819 -0.231 2.442 0.03 -0.25 -0.58
O -0.454 -4.873 -0.609 0.66 -0.20 0.54
H 0.072 -4.710 -1.392 0.10 0.03 -0.40
H -1.342 -4.619 -0.859 -0.68 0.19 -0.15
O 3.079 5.560 1.080 0.32 -0.18 0.26
H 2.305 5.108 0.743 -0.47 -0.10 -0.20
H 2.941 6.478 0.846 0.05 0.21 -0.14
```
Forces are in eV/Å.

Values from the calculation:
HOMO energy: -8.68 eV
HOMO-LUMO gap: 0.3161 hartree
Energy above the lowest of the compared OMol25 structures with the same formula, charge and spin: 33.9 kcal per mole